DFT (ωB97M-V/def2-TZVPD) results for a molecular structure, C20H30BeCl2N3O3S in a non-equilibrium geometry.

Computed properties:
energy above the lowest of the compared OMol25 structures with the same formula, charge and spin: 0.00 kcal per mole
orbital gap: 5.190 eV
total energy: -2503.54095 hartree
net charge: -1
F_max: 2.5 eV Å⁻¹
E_LUMO: 0.097 hartree

Last column: Mulliken charge in e.
Element x y z (Å)
O 1.91 0.36 -1.77  -0.394
C 2.03 1.53 -2.08  -0.252
C 2.42 2.00 -3.45  0.638
C 2.06 1.25 -4.58  -0.347
H 1.39 0.40 -4.46  0.381
C 2.58 1.60 -5.83  -0.476
H 2.29 1.03 -6.71  0.364
C 3.49 2.66 -5.93  -0.381
H 3.93 2.90 -6.90  0.340
C 3.81 3.44 -4.81  -0.485
H 4.49 4.29 -4.90  0.353
C 3.27 3.11 -3.57  -0.421
H 3.50 3.68 -2.67  0.361
H 1.89 2.34 -1.32  0.214
C 3.05 -0.79 0.57  -1.039
C 1.78 -0.98 1.27  0.559
H 3.90 -1.16 1.16  0.446
H 3.20 0.27 0.34  -0.012
H 3.01 -1.31 -0.40  0.197
C 1.56 -1.19 2.56  0.170
C 2.55 -1.60 3.62  -1.449
H 0.54 -1.11 2.95  0.142
H 3.59 -1.50 3.29  0.364
H 2.38 -2.63 3.94  0.220
H 2.39 -0.98 4.52  0.283
Be 0.30 -1.22 0.14  0.220
Cl 0.73 -2.25 -1.45  -0.655
Cl -0.19 0.65 0.34  -0.632
H -2.44 0.36 -3.23  0.374
H -2.84 -2.34 -3.67  0.316
C -1.88 -0.11 -2.41  -1.020
C -2.53 -2.49 -2.63  -0.824
N -2.60 -1.25 -1.87  0.468
H -1.71 0.61 -1.60  0.121
C -3.55 -1.09 -0.90  0.042
O -3.73 -0.06 -0.24  -0.625
H -3.18 -3.23 -2.15  0.279
H -4.14 -2.02 -0.74  0.271
H -0.92 -0.48 -2.77  0.285
H -1.49 -2.84 -2.61  0.214
H -3.18 2.18 5.74  0.300
H -3.55 3.45 3.35  0.308
C -2.15 2.06 5.39  -0.947
C -2.48 3.24 3.22  -0.896
N -2.09 2.03 3.94  0.152
H -1.73 1.13 5.78  0.260
C -1.83 0.88 3.28  0.921
O -1.58 -0.21 3.82  -0.678
H -2.27 3.09 2.16  0.243
H -1.85 1.00 2.18  -0.295
H -1.57 2.92 5.75  0.315
H -1.91 4.10 3.60  0.323
S -2.76 -3.18 2.35  -0.218
C -1.48 -4.30 1.94  -0.682
C -0.48 -3.66 1.25  -0.596
N -0.75 -2.32 1.00  1.037
C -1.90 -1.94 1.54  -0.230
H -1.46 -5.33 2.27  0.437
H 0.45 -4.07 0.88  0.403
H -2.26 -0.92 1.51  0.232